No. 1
Computed, not measured: a structure of composition C25H56N2O2P2PdS, with the ωB97M-V functional and the def2-TZVPD basis.

Output
Energy above the lowest of the compared OMol25 structures with the same formula, charge and spin ... 11.7 kcal per mole
Gap between HOMO and LUMO (alpha / beta) ... 7.314 / 3.913 eV

```
! wB97M-V def2-TZVPD RIJCOSX def2/J DEFGRID3
* xyz 4 5
Pd 0.237 -0.050 -1.409
S -1.301 0.014 1.509
P 0.190 -2.682 -0.335
P 0.407 2.191 -2.096
O -2.838 0.094 -1.397
O 1.321 0.695 1.261
N -1.877 1.393 3.742
N -0.248 -0.241 4.055
C -1.082 0.430 3.242
C -0.043 2.748 4.837
C 1.694 -4.842 0.731
C -0.991 3.283 -1.592
C -1.694 -0.101 -1.402
C -0.902 3.684 -0.120
C 1.902 -2.598 1.916
C -1.478 -3.597 1.815
C 0.270 2.183 -3.941
C -0.517 -0.539 5.496
C 0.426 -3.582 -1.981
C -0.525 -2.926 -2.974
C 1.694 -3.320 0.574
C 2.388 3.308 -0.374
C -1.220 -3.726 0.316
C -1.039 1.527 -4.405
C -1.763 -1.355 5.745
C 0.365 0.329 0.611
C -1.201 4.515 -2.472
C -1.494 2.322 4.825
C 1.523 1.537 -4.520
C 2.172 4.360 -2.622
C 1.873 -3.495 -2.459
C 2.025 3.057 -1.835
C -2.533 -3.481 -0.447
H 0.234 3.304 3.937
H -1.089 1.551 -5.504
H -0.580 -3.726 2.431
H 1.031 -1.054 -4.022
H -2.472 -3.879 -1.459
H 1.122 -2.861 2.638
H -0.537 0.413 6.037
H 2.676 -5.135 1.126
H -0.655 2.840 0.538
H 1.942 -1.510 1.794
H 2.531 -3.017 -0.080
H -0.872 -4.754 0.119
H 2.748 2.322 -2.228
H -1.770 1.851 5.775
H 0.109 3.406 5.700
H 3.235 4.648 -2.601
H 0.646 1.901 4.931
H -1.586 -3.095 -2.778
H 0.529 -0.569 -4.359
H 0.299 -0.958 3.572
H 1.932 -3.761 -3.529
H 3.447 3.599 -0.340
H -1.933 -2.616 2.062
H 1.610 5.179 -2.154
H 0.147 -4.637 -1.799
H -1.105 0.476 -4.096
H -2.616 1.698 3.113
H -3.336 -4.031 0.059
H -2.782 -2.410 -0.464
H 1.775 0.617 -3.983
H 1.817 4.142 0.051
H -0.177 4.492 0.038
H -1.269 4.280 -3.539
H -0.384 -1.817 -2.939
H 0.360 -1.096 5.851
H 1.544 -5.366 -0.224
H -1.707 -2.325 5.249
H 1.357 1.295 -5.577
H -2.169 -4.419 2.109
H 2.544 -4.187 -1.914
H 0.251 3.236 -4.257
H 1.880 4.287 -3.677
H -0.411 5.262 -2.322
H -2.654 -0.846 5.379
H 2.860 -2.935 2.332
H -1.892 -1.543 6.813
H -0.298 -3.238 -4.009
H 2.428 2.153 -4.427
H -2.154 4.976 -2.175
H 2.261 2.432 0.272
H -1.887 4.065 0.185
H 0.927 -5.172 1.448
H -2.138 3.199 4.688
H 2.278 -2.466 -2.355
H -1.865 2.619 -1.712
H -1.929 2.041 -4.016
*
```


No. 2
Computed, not measured: an isolated molecule of C3H7NOS2, with the ωB97M-V functional and the def2-TZVPD basis.

Output
SMILES ... CSCONC=S
Energy above the lowest of the compared OMol25 structures with the same formula, charge and spin ... 69.1 kcal per mole
Gap between HOMO and LUMO ... 9.201 eV

```
! wB97M-V def2-TZVPD RIJCOSX def2/J DEFGRID3
* xyz 0 1
S 2.218 -0.135 -0.029
S -2.518 0.422 -0.527
O -0.155 -1.487 0.121
N -0.553 -0.542 1.021
C 1.774 1.626 -0.004
C 0.728 -0.857 -0.824
C -1.579 0.322 0.827
H 0.106 -0.116 -1.437
H -0.101 -0.673 1.911
H 0.978 -1.706 -1.445
H 0.872 1.901 0.498
H -1.724 0.954 1.725
H 2.553 2.143 0.553
H 1.695 2.042 -1.031
*
```


No. 3
Computed, not measured: a cluster of 2 separate species, C3H10NS in total, with the ωB97M-V functional and the def2-TZVPD basis.

Output
Energy above the lowest of the compared OMol25 structures with the same formula, charge and spin ... 15.8 kcal per mole
Gap between HOMO and LUMO ... 6.382 eV

```
! wB97M-V def2-TZVPD RIJCOSX def2/J DEFGRID3
* xyz -1 1
S 1.726 0.027 0.441
N -1.089 -0.021 -1.708
C -1.584 1.068 -0.871
C -2.732 0.629 0.036
C 2.159 -1.443 1.443
H 1.513 -1.515 2.320
H 3.200 -1.366 1.773
H -3.018 1.441 0.711
H -1.614 -0.866 -1.547
H -2.401 -0.237 0.608
H -0.776 1.436 -0.228
H 2.094 -2.384 0.892
H -1.933 1.889 -1.515
H -3.626 0.366 -0.532
H -0.110 -0.193 -1.488
*
```


No. 4
Computed, not measured: a cluster of 6 separate species, C45H98BF4N5O in total, with the ωB97M-V functional and the def2-TZVPD basis.

Output
Gap between HOMO and LUMO (alpha / beta) ... 6.896 / 1.552 eV

```
! wB97M-V def2-TZVPD RIJCOSX def2/J DEFGRID3
* xyz 5 2
F 2.561 -1.048 -0.821
F 0.628 0.062 -0.196
F 0.699 -2.100 -0.675
F 1.469 -1.590 1.230
O 3.990 4.867 -2.206
N -0.506 -0.934 -3.969
N 5.066 4.027 -2.441
N -1.026 -0.037 4.278
N -2.775 5.189 0.166
N -0.379 -6.036 3.891
C -0.460 -6.176 5.429
C -1.135 -4.827 3.405
C 6.373 6.037 -3.080
C 6.145 4.506 -3.390
C -2.666 -3.075 -6.447
C 6.170 1.808 -2.158
C -2.646 6.263 -0.944
C 0.012 1.793 5.561
C 1.141 4.963 1.012
C -0.211 1.304 -2.902
C -0.238 5.602 0.924
C -0.361 -4.314 2.189
C -4.328 -0.459 1.225
C 1.099 -4.599 2.451
C 0.766 -1.764 -3.647
C 7.207 2.265 -3.236
C 1.362 3.504 1.402
C -3.830 4.446 -1.969
C 0.376 1.403 -4.298
C 1.089 -5.606 3.553
C -3.732 -9.831 3.601
C -0.105 0.168 -5.065
C -3.769 5.996 -1.951
C -1.098 1.209 6.399
C 3.959 2.242 -0.959
C -2.490 -9.170 2.972
C -1.896 0.350 5.484
C -1.814 -0.238 2.977
C -1.395 -2.603 -5.720
C -3.744 4.096 -0.519
C -0.770 -7.326 3.199
C -3.624 -1.698 1.874
C 4.817 2.522 -2.286
C -3.426 5.795 1.443
C -0.241 -1.335 4.564
C -2.889 -1.244 3.051
C 4.089 2.008 -3.529
C 5.655 4.381 -4.849
C -1.009 -0.049 -2.850
C -3.601 -4.047 -5.640
C -1.995 -8.037 3.805
C -1.350 4.653 0.429
C 0.087 1.083 4.211
C -1.696 -1.912 -4.434
C 7.424 3.760 -3.209
B 1.389 -1.097 -0.083
H -0.785 -1.921 -6.312
H 7.139 6.498 -3.704
H -1.647 2.015 6.887
H -2.174 -5.045 3.160
H 0.522 -1.103 5.308
H 7.150 1.825 -4.232
H -2.258 0.695 2.629
H 0.363 -2.624 -3.112
H -0.003 2.333 -4.722
H 1.727 -6.490 3.576
H -3.277 5.020 2.194
H -1.016 4.184 -0.496
H -4.355 -4.337 -6.372
H -1.810 -8.221 4.863
H 0.566 -0.109 -5.879
H -0.465 6.041 1.895
H 1.403 1.766 -4.351
H -0.874 2.105 -2.576
H 4.589 4.594 -4.930
H 4.229 2.842 -0.091
H 8.190 1.874 -2.972
H -1.117 -4.069 4.187
H 0.129 -7.941 3.238
H -2.619 7.216 -0.416
H -0.581 0.613 7.151
H -3.750 6.554 -2.887
H -1.643 -9.848 2.865
H -4.666 4.280 0.032
H 3.348 2.775 -3.756
H -2.465 -2.141 3.501
H -0.786 -3.466 -5.452
H 8.171 4.082 -3.935
H -0.420 -3.228 2.113
H 1.093 0.749 3.958
H -3.684 -10.250 4.606
H -2.079 -2.527 -3.620
H 5.975 0.746 -2.310
H 6.025 5.132 -5.546
H -0.684 -0.585 -1.958
H -0.046 6.422 0.232
H 2.409 3.332 1.648
H -2.496 -1.234 -4.731
H -2.967 6.737 1.742
H -4.688 6.224 -1.411
H -3.527 -1.051 3.914
H 3.743 1.213 -0.673
H -5.133 -0.673 0.522
H 5.798 3.400 -5.304
H -4.341 -2.451 2.201
H 3.646 1.040 -3.295
H -3.057 -4.942 -5.340
H 7.926 4.118 -2.309
H 1.493 -5.109 1.572
H -4.461 -9.037 3.765
H -4.759 4.185 -2.474
H 1.674 4.923 0.061
H -2.090 0.087 -2.850
H -1.458 3.836 1.142
H -4.265 -10.516 2.942
H 1.343 -4.957 4.391
H -2.326 -3.656 -7.303
H 5.517 6.602 -3.448
H -2.829 -7.341 3.898
H 0.222 -1.638 3.625
H 0.909 3.246 2.359
H -0.301 1.696 3.397
H 0.546 1.326 -2.119
H 4.790 2.009 -4.364
H -2.993 -2.104 1.083
H 1.595 -1.316 -3.101
H -3.706 0.223 0.646
H 6.687 6.152 -2.043
H -4.877 0.047 2.019
H 1.195 -2.032 -4.613
H 6.525 2.033 -1.153
H -3.393 3.066 -0.455
H -1.531 -6.328 5.567
H 1.775 5.610 1.618
H -1.184 -0.483 2.122
H -2.731 0.940 5.106
H -4.436 6.105 1.174
H -2.165 -0.561 6.018
H -2.962 4.071 -2.512
H 3.010 2.774 -1.021
H -0.131 -5.240 5.880
H -2.709 -8.895 1.940
H -4.018 -3.623 -4.727
H -1.753 6.017 -1.519
H -0.939 -6.998 2.173
H 1.544 -3.609 2.552
H 0.945 1.675 6.113
H -0.029 2.861 5.349
H -1.110 0.123 -5.485
H 0.845 2.819 0.730
H 0.179 -6.977 5.801
H -0.899 -2.132 4.910
H -3.170 -2.320 -7.050
H -0.665 -4.868 1.301
*
```


No. 5
Computed, not measured: a cluster of 9 separate species, H18O9 in total, with the ωB97M-V functional and the def2-TZVPD basis.

Output
Energy above the lowest of the compared OMol25 structures with the same formula, charge and spin ... 8.5 kcal per mole
Gap between HOMO and LUMO (alpha / beta) ... 11.055 / 3.581 eV

```
! wB97M-V def2-TZVPD RIJCOSX def2/J DEFGRID3
* xyz 1 2
O 0.216 20.472 -23.974
O -2.787 19.808 -24.770
O -4.917 19.863 -26.439
O -6.225 18.509 -22.874
O -6.019 21.237 -24.417
O -0.917 21.092 -27.398
O -3.690 17.681 -23.008
O 0.787 17.827 -24.362
O -1.290 19.321 -21.926
H -1.857 19.930 -24.965
H -5.804 20.813 -23.586
H -4.601 20.073 -27.317
H 0.856 18.729 -24.675
H -6.454 18.147 -22.018
H -4.157 19.993 -25.872
H -0.819 18.601 -21.507
H 1.167 20.399 -23.893
H -5.628 20.671 -25.083
H -2.799 19.217 -24.018
H 1.628 17.655 -23.940
H -3.320 17.103 -23.675
H -5.273 18.426 -22.923
H -3.385 17.316 -22.177
H -0.840 20.489 -28.137
H -0.799 19.493 -22.730
H -1.605 21.705 -27.659
H 0.065 21.388 -24.208
*
```


No. 6
Computed, not measured: a cluster of 2 separate species, C3H10N in total, with the ωB97M-V functional and the def2-TZVPD basis.

Output
Energy above the lowest of the compared OMol25 structures with the same formula, charge and spin ... 60.6 kcal per mole
Gap between HOMO and LUMO ... 9.171 eV

```
! wB97M-V def2-TZVPD RIJCOSX def2/J DEFGRID3
* xyz 1 1
N 0.902 0.845 -2.142
C -0.080 -0.535 0.629
C -1.383 -1.175 1.038
C 0.401 0.655 1.165
H 0.027 1.091 -2.578
H -1.056 -2.132 1.394
H 1.556 0.358 -2.669
H 0.648 -1.201 0.005
H 1.388 1.677 -1.802
H -2.139 -1.373 0.179
H 0.446 0.243 -1.301
H -1.987 -0.467 1.808
H 1.073 1.363 0.778
H 0.107 0.861 2.191
*
```


No. 7
Computed, not measured: a cluster of 4 separate species, CH12NO3 in total, with the ωB97M-V functional and the def2-TZVPD basis.

Output
Energy above the lowest of the compared OMol25 structures with the same formula, charge and spin ... 41.7 kcal per mole
Gap between HOMO and LUMO ... 12.567 eV

```
! wB97M-V def2-TZVPD RIJCOSX def2/J DEFGRID3
* xyz 1 1
O 0.666 2.563 0.145
O -0.255 -0.894 -2.216
O 2.035 -1.034 0.774
N -0.428 0.124 0.346
C -1.779 -0.216 0.905
H 2.160 -1.893 0.221
H 1.564 2.297 0.275
H 0.074 -0.636 -0.145
H 0.295 -1.669 -2.452
H -0.537 0.936 -0.335
H 0.308 0.439 0.988
H -1.717 -1.391 1.293
H -2.671 -0.287 0.128
H -1.995 0.433 1.777
H 2.417 -1.058 1.586
H -0.972 -1.082 -2.793
H 0.837 3.368 -0.495
*
```


No. 8
Computed, not measured: a structure of composition C24H44N2OP2SiW, with the ωB97M-V functional and the def2-TZVPD basis.

Output
Gap between HOMO and LUMO (alpha / beta) ... 5.538 / 7.569 eV

```
! wB97M-V def2-TZVPD RIJCOSX def2/J DEFGRID3
* xyz 0 3
W 0.029 0.496 0.285
P -2.511 0.157 0.232
P 2.563 -0.066 -0.069
Si 0.601 3.626 1.904
O -0.409 -1.442 1.150
N 0.204 1.810 1.786
N -0.014 1.290 -1.361
C -3.222 1.611 -0.607
C 0.146 -3.783 1.120
C 0.129 -2.487 1.928
C 0.953 0.086 5.027
C -0.068 4.123 -3.660
C -0.980 1.507 5.294
C -3.306 -1.276 -0.552
C -0.109 1.963 -2.531
C -0.985 1.791 3.935
C -1.015 4.501 2.211
C 1.332 4.388 0.358
C 0.019 1.253 3.103
C -3.227 0.108 1.902
C 3.243 1.268 -1.129
C -0.279 3.371 -2.508
C 3.699 -0.100 1.369
C -0.680 -2.615 3.206
C 0.976 0.352 3.654
C -0.009 0.674 5.856
C -0.019 1.320 -3.799
C 0.054 3.481 -4.900
C 0.041 2.077 -4.968
C 3.015 -1.589 -0.970
C 1.948 3.713 3.196
H -1.574 -3.216 3.004
H 3.524 0.773 2.015
H -0.107 -3.136 3.977
H 1.127 -3.967 0.674
H 3.537 -1.017 1.952
H -0.055 -4.641 1.769
H 2.275 4.753 3.360
H 1.768 -0.075 3.012
H -2.991 1.027 2.453
H 0.540 4.858 -0.240
H 1.873 3.656 -0.241
H 0.008 0.225 -3.804
H -0.028 5.210 -3.592
H -0.019 0.470 6.930
H 2.604 -2.463 -0.446
H -0.946 5.546 1.874
H -3.022 1.546 -1.687
H -3.034 -1.326 -1.615
H -0.606 -3.767 0.329
H -1.712 2.470 3.495
H 2.596 -1.551 -1.984
H 4.737 -0.080 1.009
H -0.978 -1.647 3.609
H -1.296 4.507 3.270
H -4.398 -1.181 -0.459
H -1.754 1.958 5.917
H -2.756 2.530 -0.224
H 1.164 -2.191 2.178
H 2.876 1.149 -2.159
H 4.340 1.233 -1.125
H -1.801 4.006 1.623
H -2.807 -0.749 2.449
H 4.107 -1.692 -1.041
H -0.546 3.825 -1.550
H 1.620 3.295 4.158
H 0.086 1.575 -5.936
H 1.702 -0.595 5.439
H 2.030 5.196 0.632
H -4.304 1.645 -0.429
H -4.317 -0.003 1.814
H 2.918 2.246 -0.755
H -2.970 -2.192 -0.048
H 2.818 3.141 2.839
H 0.139 4.089 -5.809
*
```


No. 9
Computed, not measured: an isolated molecule of C4H3N3O, with the ωB97M-V functional and the def2-TZVPD basis.

Output
SMILES ... [H]/N=C1/N=CN=CC1=O
Energy above the lowest of the compared OMol25 structures with the same formula, charge and spin ... 69.3 kcal per mole
Gap between HOMO and LUMO ... 7.129 eV

```
! wB97M-V def2-TZVPD RIJCOSX def2/J DEFGRID3
* xyz 0 1
O -1.311 -0.623 1.663
N -0.829 0.370 -1.701
N 1.642 -0.475 1.676
N 1.202 0.727 -0.449
C 0.986 -0.003 0.729
C 0.547 0.685 -1.554
C -0.602 -0.287 0.815
C -1.325 -0.107 -0.616
H -2.462 -0.156 -0.365
H 1.064 0.674 -2.559
H 1.089 -0.804 2.361
*
```


No. 10
Computed, not measured: an isolated molecule of C21H25ClN2O5S, with the ωB97M-V functional and the def2-TZVPD basis.

Output
SMILES ... CCOc1ccc(N(CC(=O)NC[C@H]2CCCO2)S(=O)(=O)c2ccc(Cl)cc2)cc1
Energy above the lowest of the compared OMol25 structures with the same formula, charge and spin ... 13.3 kcal per mole
Gap between HOMO and LUMO ... 8.740 eV

```
! wB97M-V def2-TZVPD RIJCOSX def2/J DEFGRID3
* xyz 0 1
Cl -2.409 -4.712 -0.517
S 0.028 0.644 1.653
O -4.607 2.266 -1.460
O 5.906 -0.472 -1.123
O -0.524 1.038 -2.472
O -1.114 1.483 1.921
O 0.874 0.315 2.757
N -1.974 1.102 -0.739
N 0.904 1.396 0.462
C 3.152 0.706 1.035
C -0.813 1.390 -1.346
C 2.172 0.906 0.073
C -4.686 0.954 0.491
C -4.223 3.153 -0.426
C 0.004 -1.582 -0.048
C 0.138 2.211 -0.462
C -4.374 2.399 0.910
C -1.766 -1.393 1.571
C 2.474 0.648 -1.265
C -4.427 0.938 -1.026
C 7.011 -0.591 -0.250
C -3.039 0.377 -1.387
C -1.714 -3.249 0.068
C 7.647 0.756 0.080
C -2.325 -2.574 1.117
C -0.552 -2.762 -0.515
C 3.730 0.204 -1.617
C -0.614 -0.901 0.982
C 4.717 -0.007 -0.652
C 4.409 0.245 0.681
H 6.728 -1.125 0.666
H -0.436 2.920 0.140
H 0.837 2.758 -1.099
H -3.223 -2.970 1.565
H -2.210 -0.840 2.384
H -4.879 4.023 -0.497
H -3.006 -0.685 -1.110
H 2.924 0.899 2.070
H 8.521 0.606 0.708
H 5.136 0.096 1.463
H 6.943 1.400 0.602
H -2.874 0.463 -2.464
H -4.066 0.226 1.009
H 1.729 0.791 -2.033
H -0.087 -3.299 -1.326
H -5.186 2.818 1.501
H -3.461 2.457 1.501
H -5.732 0.718 0.684
H 0.908 -1.201 -0.494
H 7.723 -1.211 -0.802
H -2.083 1.349 0.237
H -3.188 3.486 -0.580
H 3.971 0.005 -2.649
H -5.166 0.334 -1.564
H 7.951 1.254 -0.837
*
```


Question: Number 5 is which compound?
Answer: H18O9